Record 1
Formula: C38H99F6HgN10O13S2
Source: OMol25
Level of theory: wB97M-V/def2-TZVPD

Last column: Mulliken charge in e.
Element x y z (Å)
Hg  -31.0918  -5.5978  -11.5878  0.54
C  -25.7527  -4.2501  -15.8464  0.72
F  -25.0385  -3.9358  -16.8796  -0.20
F  -26.4301  -5.3155  -16.1952  -0.21
F  -24.9969  -4.4903  -14.8005  -0.19
S  -27.1995  -2.8950  -15.5314  0.97
O  -26.7542  -1.5460  -15.9653  -0.53
O  -28.3356  -3.4077  -16.2782  -0.59
N  -27.5629  -3.0141  -13.7863  -0.38
S  -26.4775  -2.0235  -13.2093  1.04
O  -26.3076  -2.3748  -11.8211  -0.62
O  -25.1778  -1.8685  -13.8786  -0.51
C  -27.3154  -0.2327  -13.1937  0.70
F  -26.4030  0.6637  -13.3960  -0.20
F  -28.1704  -0.1454  -14.2101  -0.22
F  -28.0163  -0.1304  -12.0354  -0.20
C  -17.6160  -10.8157  -12.6572  -1.21
C  -17.0786  -9.3989  -12.2075  0.22
C  -17.9733  -8.1670  -12.4889  -0.64
O  -17.3540  -6.8189  -12.3712  -0.31
C  -18.2460  -5.8453  -12.6906  -0.74
N  -16.9133  -9.4124  -10.8034  -0.61
H  -16.8872  -11.6113  -12.5023  0.34
H  -18.0063  -10.6928  -13.6675  0.35
H  -18.4511  -10.9882  -11.9782  0.28
H  -16.1264  -9.2230  -12.7078  0.34
H  -18.8221  -8.2163  -11.8069  0.29
H  -18.4419  -8.2904  -13.4652  0.35
H  -18.8227  -5.9629  -13.6080  0.30
H  -17.6320  -4.9511  -12.7982  0.26
H  -18.9875  -5.6268  -11.9221  0.31
H  -17.7715  -9.3127  -10.2803  0.26
H  -16.2143  -8.7193  -10.5774  0.27
C  -30.0882  -1.3755  -24.7030  -1.47
C  -29.2854  -2.2525  -23.7143  0.46
C  -29.2779  -3.8035  -23.7420  -0.53
O  -27.9523  -4.2317  -23.2312  -0.38
C  -27.7391  -5.6841  -23.5572  -0.82
N  -27.9064  -1.7630  -23.7814  -0.73
H  -29.8566  -1.5714  -25.7500  0.38
H  -30.0499  -0.2902  -24.6096  0.36
H  -31.1415  -1.6482  -24.6380  0.37
H  -29.6959  -2.0074  -22.7348  0.17
H  -29.4993  -3.9474  -24.7995  0.34
H  -30.0008  -4.2752  -23.0764  0.34
H  -28.3648  -6.3125  -22.9234  0.31
H  -26.6772  -5.9191  -23.6289  0.31
H  -28.0426  -6.0857  -24.5240  0.34
H  -27.3575  -2.5400  -23.4419  0.40
H  -27.6337  -1.7580  -24.7539  0.26
C  -19.5292  6.6688  -9.6641  -1.39
C  -20.3055  5.3638  -9.8581  0.60
C  -19.8509  4.4270  -8.7852  -0.79
O  -20.7201  3.2698  -8.9416  -0.27
C  -20.2351  2.1119  -8.4490  -0.79
N  -21.7340  5.6369  -9.9042  -0.70
H  -20.0000  7.4311  -10.2850  0.33
H  -18.4691  6.7280  -9.9107  0.37
H  -19.5072  7.0793  -8.6546  0.36
H  -20.1511  4.8924  -10.8287  0.23
H  -19.9683  4.9262  -7.8233  0.37
H  -18.8022  4.1536  -8.9019  0.38
H  -19.2254  1.8637  -8.7760  0.31
H  -20.8698  1.2510  -8.6590  0.25
H  -20.1227  2.2332  -7.3716  0.32
H  -21.8107  6.3476  -10.6178  0.25
H  -22.2024  4.7712  -10.1306  0.28
C  -25.8082  -9.6340  -10.2544  -1.41
C  -26.8766  -8.8791  -11.1787  0.36
C  -27.5552  -9.7816  -12.1978  -0.96
O  -28.5507  -9.2700  -13.0762  -0.25
C  -29.0729  -10.1160  -14.1103  -0.76
N  -27.8580  -8.2670  -10.2598  -0.62
H  -26.2662  -10.4029  -9.6322  0.43
H  -25.3000  -8.9411  -9.5837  0.38
H  -25.0258  -10.1394  -10.8204  0.37
H  -26.3241  -8.1907  -11.8181  0.32
H  -28.0056  -10.5914  -11.6238  0.32
H  -26.7695  -10.3060  -12.7417  0.38
H  -29.4953  -11.0231  -13.6781  0.31
H  -28.2303  -10.4296  -14.7266  0.31
H  -29.8940  -9.7658  -14.7358  0.26
H  -27.2761  -7.6522  -9.7090  0.29
H  -27.9313  -9.0475  -9.6229  0.33
C  -33.3900  0.1691  -8.1423  -1.45
C  -33.7284  -1.0837  -9.0344  0.54
C  -34.2578  -0.6728  -10.3818  -0.74
O  -33.5774  -1.4371  -11.5201  -0.24
C  -34.0610  -0.9797  -12.6975  -0.80
N  -32.6056  -1.9618  -8.9952  -0.65
H  -32.7308  -0.0490  -7.3020  0.40
H  -34.3440  0.5092  -7.7396  0.38
H  -33.0777  1.0277  -8.7367  0.37
H  -34.5641  -1.6282  -8.5949  0.28
H  -34.0584  0.3916  -10.5052  0.29
H  -35.3449  -0.7521  -10.3841  0.34
H  -34.1242  0.1068  -12.7584  0.32
H  -35.0752  -1.3533  -12.8389  0.31
H  -33.4274  -1.3362  -13.5095  0.23
H  -32.4377  -2.2209  -8.0336  0.25
H  -31.8123  -1.3415  -9.0727  0.27
C  -29.6604  8.2564  -18.2557  -1.35
C  -29.0713  6.8414  -18.3521  0.42
C  -29.6860  5.9996  -19.5704  -0.64
O  -31.0961  6.1352  -19.5450  -0.28
C  -31.8095  5.2802  -20.3613  -0.83
N  -27.6146  6.8701  -18.3233  -0.72
H  -29.2500  8.8206  -17.4183  0.37
H  -30.7455  8.2532  -18.1525  0.34
H  -29.5243  8.8030  -19.1889  0.32
H  -29.3870  6.3650  -17.4239  0.23
H  -29.4099  4.9453  -19.5511  0.37
H  -29.2593  6.3352  -20.5156  0.32
H  -31.5704  4.2249  -20.2297  0.32
H  -31.7928  5.5134  -21.4259  0.30
H  -32.8460  5.2082  -20.0316  0.28
H  -27.1576  5.9874  -18.5026  0.26
H  -27.3357  7.3469  -19.1689  0.28
C  -37.0028  -8.8672  -10.7497  -1.56
C  -35.7194  -8.3540  -11.5138  0.52
C  -36.1119  -7.2212  -12.4607  -0.86
O  -35.0308  -7.1844  -13.4277  -0.29
C  -35.4885  -7.3515  -14.7558  -0.78
N  -34.6939  -7.9563  -10.5641  -0.56
H  -37.6953  -9.2929  -11.4759  0.42
H  -37.6443  -8.0596  -10.3970  0.39
H  -36.8004  -9.6067  -9.9749  0.40
H  -35.2764  -9.1870  -12.0597  0.24
H  -36.4772  -6.2801  -12.0496  0.36
H  -37.0697  -7.5638  -12.8521  0.38
H  -34.7507  -7.0477  -15.4984  0.25
H  -36.3329  -6.6983  -14.9756  0.32
H  -35.8178  -8.3816  -14.8922  0.32
H  -34.2380  -8.8118  -10.2806  0.27
H  -35.2121  -7.6894  -9.7393  0.29
C  -20.8790  1.4578  -18.2426  -1.50
C  -21.2743  1.7737  -19.6972  0.53
C  -20.5430  0.8486  -20.6977  -0.65
O  -20.5278  1.5456  -21.9568  -0.32
C  -19.8468  0.8369  -22.9778  -0.76
N  -22.6722  1.9567  -19.9104  -0.60
H  -20.7636  0.4009  -18.0022  0.36
H  -21.4917  2.0054  -17.5266  0.43
H  -19.8961  1.8537  -17.9871  0.41
H  -20.8578  2.7444  -19.9660  0.22
H  -21.2663  0.0332  -20.7092  0.27
H  -19.5819  0.6204  -20.2370  0.39
H  -19.3787  1.5021  -23.7034  0.29
H  -20.4476  0.0260  -23.3895  0.29
H  -18.9380  0.4172  -22.5465  0.31
H  -23.0253  1.8424  -20.8497  0.26
H  -23.1451  1.2541  -19.3601  0.25
C  -24.9330  11.9192  -8.5922  -1.32
C  -26.2447  11.2696  -8.0869  0.46
C  -27.0509  10.9314  -9.3405  -0.83
O  -28.1880  10.2967  -8.9404  -0.34
C  -28.3812  8.9885  -9.4925  -0.70
N  -25.8932  10.0153  -7.3786  -0.70
H  -24.8043  11.7300  -9.6580  0.36
H  -24.0538  11.4385  -8.1631  0.37
H  -24.8867  13.0034  -8.4899  0.32
H  -26.8817  11.8703  -7.4377  0.36
H  -26.5165  10.2860  -10.0376  0.56
H  -27.4877  11.8136  -9.8086  0.22
H  -29.4527  8.8072  -9.4087  0.26
H  -27.8877  8.2470  -8.8642  0.27
H  -28.1776  8.9980  -10.5633  0.35
H  -25.2788  9.3896  -7.8797  0.27
H  -26.7478  9.4952  -7.2400  0.25

Forces on atoms 1 to 3 (eV/Å):
Hg -0.001 -0.024 0.028
C -1.090 0.192 0.350
F 0.830 1.202 -0.587

As for the net charge: +1. The HOMO energy comes out at -10.1 eV. The HOMO-LUMO gap is 0.93 eV.

---

Record 2
Formula: C3H6N2O
Source: OMol25
Level of theory: wB97M-V/def2-TZVPD

Last column: Mulliken charge in e.
Element x y z (Å)
C  -0.8675  0.3896  0.8237  -1.22
C  -0.4340  0.2126  -0.6188  0.76
N  -0.8429  0.8580  -1.6334  -0.73
N  0.5848  -0.7374  -0.8016  -0.21
C  1.4504  -0.9230  0.2810  0.01
O  2.6263  -0.6675  0.2587  -0.51
H  -1.6888  1.1020  0.8658  0.34
H  -0.0551  0.7739  1.4551  0.34
H  -1.1939  -0.5584  1.2663  0.33
H  -1.5533  1.5370  -1.3660  0.24
H  1.0587  -0.6477  -1.6958  0.30
H  0.9473  -1.3426  1.1667  0.38

Forces on atoms 1 to 3 (eV/Å):
C -0.199 0.095 -0.030
C -0.069 0.084 0.033
N 0.008 -0.158 0.378

The HOMO energy comes out at -10.0 eV. The structure (SMILES) is [H]/N=C(\C)NC=O. The HOMO-LUMO gap is 10.81 eV.

---

Record 3
Formula: C5H8O2
Source: OMol25
Level of theory: wB97M-V/def2-TZVPD

Last column: Mulliken charge in e.
Element x y z (Å)
C  2.4012  -0.9132  -0.0951  -1.11
C  1.1539  -0.0993  -0.0189  0.70
C  1.2566  1.4234  0.1508  -0.98
C  -0.0879  -0.8059  0.0028  -0.52
C  -1.2768  0.0193  -0.0781  0.69
H  1.9197  -1.8409  -0.3555  0.34
H  2.9783  -1.0329  0.8449  0.30
H  2.9276  -0.6225  -0.9761  0.32
H  1.7827  1.2611  1.2870  0.19
H  0.3814  1.9401  0.1662  0.42
H  1.9053  1.9252  -0.6183  0.26
H  -0.1350  -1.8936  0.3339  0.16
H  -2.4946  -1.6343  0.0076  0.32
O  -2.3943  -0.7031  0.1128  -0.49
O  -1.3491  1.2221  -0.1701  -0.60

Forces on atoms 1 to 3 (eV/Å):
C -1.294 -0.670 0.620
C -3.309 -0.477 0.115
C 4.381 -2.945 1.698

The HOMO energy comes out at -9.4 eV. The structure (SMILES) is CC(C)=CC(=O)O. The HOMO-LUMO gap is 9.98 eV.

---

Record 4
Formula: C28H32N2O4PS2TeTl
Source: OMol25
Level of theory: wB97M-V/def2-TZVPD

Last column: Löwdin spin population.
Element x y z (Å)
Tl  0.5673  -0.0398  -2.3540  0.16
O  -4.5292  4.8370  0.0787  0.00
C  -3.1576  5.1751  0.0866  0.00
C  -2.3599  4.0117  -0.4303  0.00
C  -0.9777  3.9906  -0.2916  0.00
C  -0.2873  2.9056  -0.7901  0.00
N  -0.8831  1.8865  -1.4012  0.03
C  -2.2066  1.8967  -1.5520  0.00
C  -2.9776  2.9457  -1.0650  0.00
C  -2.8099  0.7209  -2.2482  0.00
C  -4.1534  0.6931  -2.5874  0.00
C  -4.6896  -0.4392  -3.1850  0.00
C  -6.1467  -0.4964  -3.5462  0.00
O  -6.6344  0.8240  -3.6925  0.00
C  -3.8514  -1.5188  -3.4130  0.00
C  -2.5168  -1.4070  -3.0673  0.00
N  -2.0011  -0.3133  -2.5131  0.04
H  -5.0416  5.5837  0.3999  0.00
H  -2.8098  5.4243  1.0927  0.00
H  -2.9591  6.0389  -0.5556  0.00
H  -0.4484  4.8008  0.1963  0.00
H  0.7936  2.8373  -0.6926  0.00
H  -4.0535  2.9489  -1.1524  0.00
H  -4.7991  1.5409  -2.4151  0.00
H  -6.6764  -1.0213  -2.7431  0.00
H  -6.2696  -1.0810  -4.4609  0.00
H  -7.5195  0.7945  -4.0637  0.00
H  -4.2191  -2.4328  -3.8627  0.00
H  -1.8263  -2.2263  -3.2402  0.00
C  -1.7763  -5.7366  1.2583  0.00
C  -1.4986  -4.2553  1.1637  0.00
O  -0.9626  -3.9758  -0.1507  0.00
P  0.1709  -2.8847  -0.3704  0.01
S  0.6916  -3.0246  -2.2805  0.14
S  -0.3696  -1.0994  0.3202  0.00
O  1.3679  -3.3543  0.6027  0.00
C  2.0188  -4.6271  0.3598  0.00
C  3.5078  -4.4069  0.2449  0.00
H  -2.2240  -5.9656  2.2265  0.00
H  -0.8551  -6.3097  1.1523  0.00
H  -2.4658  -6.0420  0.4715  0.00
H  -0.7868  -3.9330  1.9250  0.00
H  -2.4102  -3.6700  1.2763  0.00
H  1.6227  -5.0753  -0.5521  0.00
H  1.7789  -5.2741  1.2031  0.00
H  3.7320  -3.7685  -0.6109  0.00
H  4.0152  -5.3628  0.1075  0.00
H  3.8899  -3.9379  1.1539  0.00
Te  2.7801  -0.0749  0.2693  0.43
C  4.6757  0.8663  0.4638  0.04
C  5.7024  0.0896  0.9907  0.02
C  6.9579  0.6508  1.1818  0.00
C  7.1874  1.9755  0.8362  0.00
C  6.1635  2.7413  0.2947  0.00
C  4.9053  2.1894  0.1033  0.01
C  2.0154  0.8836  1.9807  0.04
C  1.4888  0.0865  2.9912  0.02
C  0.9921  0.6897  4.1371  0.00
C  1.0020  2.0735  4.2571  0.02
C  1.5236  2.8611  3.2385  0.00
C  2.0384  2.2679  2.0954  0.01
H  5.5291  -0.9469  1.2594  0.00
H  7.7541  0.0462  1.5970  0.00
H  8.1675  2.4095  0.9831  0.00
H  6.3442  3.7714  0.0134  0.00
H  4.1168  2.7910  -0.3344  0.00
H  1.4585  -0.9908  2.8791  0.00
H  0.5897  0.0770  4.9328  0.00
H  0.6040  2.5410  5.1491  0.00
H  1.5354  3.9398  3.3361  0.00
H  2.4648  2.8851  1.3126  0.00

Forces on atoms 1 to 3 (eV/Å):
Tl -0.206 -0.319 0.460
O 0.062 -0.006 0.001
C -0.075 -0.052 -0.016

As for the multiplicity: 2. As for the net charge: +1. The HOMO energy (alpha / beta) comes out at -10.7 / -10.5 eV. The HOMO-LUMO gap (alpha / beta) is 8.17 / 4.64 eV. The expectation value of S² is 0.764.